(1)
A 6-piece molecular cluster, C14H26Cl10O3 overall in a non-equilibrium geometry. Source: the Open Molecules 2025 dataset; level of theory: ωB97M-V with the def2-TZVPD basis set.

Values from the calculation:
- energy above the lowest of the compared OMol25 structures with the same formula, charge and spin (eV) = 0.7865
- HOMO-LUMO gap (eV) = 10.1
- SMILES = C[C@H]1COC(=O)O1.ClCCCl.ClCCCl.ClCCCl.ClCCCl.ClCCCl
- HOMO level (eV) = -10.108

```
53
Properties=species:S:1:pos:R:3:forces:R:3
C 0.4375 -1.8212 -0.1179 0.9436 -0.1263 0.5672
C -0.2059 -0.5391 0.2696 -0.8122 1.9469 1.9435
C -1.0859 0.1831 -0.7012 -0.5121 -1.0831 -2.3023
O -2.2919 0.5232 -0.0122 0.3790 0.5349 -0.8727
C -2.3143 -0.0932 1.1601 -0.8092 -0.2035 0.6536
O -3.2596 -0.0740 1.9153 1.0551 -0.0775 -0.6027
O -1.1704 -0.7392 1.3644 0.2464 -1.2075 0.5726
H 1.1595 -1.7453 -0.9335 -0.7074 0.2474 -0.6092
H -0.3432 -2.5667 -0.2403 0.1681 -0.1940 -0.3998
H 1.1424 -2.1347 0.6496 -0.3904 -0.1712 0.5763
H 0.3951 0.2564 0.7346 0.8852 -0.7342 -0.4138
H -1.3175 -0.4642 -1.5849 -0.2368 0.3566 0.7181
H -0.5843 1.0412 -1.1047 -0.0809 0.7523 0.0669
Cl 3.5043 0.8911 -0.3830 0.0628 0.6148 0.0343
C 3.9450 2.4004 0.5664 -0.1678 -1.1191 -0.0095
C 4.8760 1.9963 1.6697 -0.1718 0.2536 0.2316
Cl 4.0341 1.0181 2.9130 0.3301 0.2011 -0.1899
H 2.9954 2.7717 0.9485 0.2198 0.3157 -0.2646
H 4.5017 3.0645 -0.0878 -0.4227 0.1417 -0.2523
H 5.2687 2.9061 2.1247 -0.0896 -0.1083 0.2608
H 5.7058 1.4449 1.2521 0.1602 -0.3338 0.1392
Cl -3.8430 -3.1858 3.4013 0.0366 -0.4453 0.1889
C -3.1379 -3.6023 1.8173 -0.3948 0.2667 -0.7598
C -4.1373 -3.0386 0.7552 0.3104 -0.2836 1.8392
Cl -3.4072 -2.8033 -0.8330 0.1032 -0.3758 -0.3417
H -3.0271 -4.6969 1.7222 -0.0336 0.5925 0.1669
H -2.1739 -3.1043 1.7958 0.0351 -0.0374 -0.2023
H -4.4323 -2.0391 1.0875 -0.1563 -0.3522 -0.0873
H -4.9799 -3.7482 0.7900 0.1573 0.5637 -0.7237
Cl -4.6547 0.0311 6.5226 -0.0977 -0.1314 -0.1683
C -4.4736 0.5333 4.8083 0.2855 -0.0965 -0.1214
C -5.5094 -0.0180 3.8717 -0.8090 -0.5431 -0.2282
Cl -7.1951 0.4933 4.3829 0.7348 -0.4233 -0.2265
H -3.4629 0.1827 4.5058 -0.7492 0.5758 0.0107
H -4.6223 1.6143 4.7963 0.6020 -0.0752 0.0973
H -5.4626 -1.0958 3.6781 -0.2932 0.1910 0.7728
H -5.3837 0.3819 2.8790 0.1990 0.5802 -0.1040
Cl 5.9142 -2.6131 -3.7127 0.1400 0.0254 -0.0433
C 4.1908 -2.4566 -4.2045 1.5323 0.7222 -0.0865
C 3.6517 -1.1187 -3.8110 -0.4334 0.2817 -0.2835
Cl 4.3452 0.2590 -4.7695 -0.2126 -0.5633 0.3780
H 3.7170 -3.2254 -3.6306 -0.6699 -0.4932 -0.1801
H 4.1920 -2.5495 -5.2854 -0.3376 -0.4720 0.0386
H 3.8533 -0.9213 -2.7558 -0.2778 0.1333 -0.2080
H 2.5830 -1.1676 -4.0694 0.2327 0.4104 0.4249
Cl 0.4877 5.3115 -3.8808 1.2685 -0.4212 0.0666
C 1.8980 4.1906 -3.4816 -0.9667 -0.4588 -0.6893
C 1.3232 3.0315 -2.6776 0.4714 0.4303 0.0014
Cl 0.7254 3.5574 -1.0726 0.1007 0.0777 0.1858
H 2.7059 4.6968 -2.9680 -0.2567 0.4254 0.2271
H 2.3317 3.7791 -4.4203 -0.5850 0.3975 0.4366
H 2.1752 2.3551 -2.4658 -0.8948 -0.1852 -0.3301
H 0.4161 2.6473 -3.1776 0.9093 -0.3229 0.1017
```
Forces are in eV/Å.

***

(2)
C19H25BrN3O4Rh as an isolated structure in a non-equilibrium geometry. Source: the Open Molecules 2025 dataset; level of theory: ωB97M-V with the def2-TZVPD basis set.

Values from the calculation:
- charge = +1
- expectation value of S² = 0.9815
- multiplicity = 2
- HOMO-LUMO gap (spin up / spin down) (eV) = 7.3 / 7.3
- HOMO level (spin up / spin down) (eV) = -10.303 / -10.207

```
53
Properties=species:S:1:pos:R:3:forces:R:3
Rh 1.0666 0.1421 -0.1900 0.9627 -1.6557 1.2046
C -0.0188 3.8310 3.8240 -0.2049 -0.0863 0.4149
N 0.6309 3.4658 2.5854 -0.1499 -0.4127 -0.3254
C 1.7912 4.2537 2.2201 0.3451 0.1353 -0.3211
C 0.3162 2.3921 1.8479 0.6924 0.1647 -0.7866
O 0.9794 2.0936 0.8295 -0.8071 1.0365 1.3582
C -0.8965 1.5557 2.2531 0.0292 -0.1226 0.2116
O -0.8548 0.2971 1.6076 0.2130 0.0214 -0.3114
C -2.0700 -0.1994 1.0724 0.2957 -0.1542 0.1255
C -2.0746 -0.0559 -0.4476 0.8758 0.1788 -1.0508
O -0.9911 0.0917 -1.0718 -1.4905 -0.2457 0.6315
N -3.2431 -0.0473 -1.1119 0.6613 -0.0342 0.2627
C -3.2369 0.2564 -2.5268 0.1730 0.1182 -0.2673
C -4.4872 -0.5824 -0.6098 -0.3396 0.0579 0.1611
H 0.1185 4.9000 3.9895 -0.0523 -0.0983 -0.0479
H 0.4215 3.2964 4.6733 -0.0610 0.0754 -0.0503
H -1.0882 3.6298 3.7933 0.0147 0.0309 0.0070
H 1.5192 5.3088 2.1628 -0.0067 -0.0522 0.0536
H 2.1442 3.9206 1.2459 0.0281 0.0953 0.1610
H 2.5897 4.1278 2.9554 -0.0599 0.0093 -0.0101
H -1.8048 2.1068 1.9796 0.0771 0.0247 0.1021
H -0.8844 1.3808 3.3370 -0.0998 0.1391 -0.1647
H -2.9281 0.3125 1.5139 0.0192 -0.0724 -0.0155
H -2.1086 -1.2630 1.3386 -0.1242 0.1363 -0.0793
H -2.3534 0.8480 -2.7522 -0.1019 -0.0069 -0.0568
H -4.1352 0.8263 -2.7666 0.0150 -0.0660 -0.0089
H -3.2107 -0.6551 -3.1287 -0.0426 -0.0044 0.0038
H -4.3807 -0.9609 0.4006 -0.0193 -0.0284 0.0652
H -4.8049 -1.4073 -1.2549 0.0181 0.0470 0.1184
H -5.2628 0.1870 -0.6278 0.0041 -0.0766 0.0396
O 2.2268 0.4038 -1.9697 -0.2521 -0.5498 -0.3376
N 1.5952 -0.3030 -2.9040 -0.8114 -1.0945 -0.5926
C 1.8362 -1.6659 -3.0153 0.1702 2.0744 0.3279
C 1.0383 -2.4375 -3.7994 -1.0628 -0.0630 -0.9290
C -0.0208 -1.8636 -4.5245 0.7730 1.0191 0.6150
C -0.1761 -0.4616 -4.4751 -0.3777 -1.6302 -0.6916
C 0.6260 0.2940 -3.6816 1.6363 -0.2207 1.2907
H 2.6764 -2.0356 -2.4489 -0.0545 0.1372 0.2044
H 1.2297 -3.4971 -3.8666 0.0457 -0.0680 0.0486
H -0.6671 -2.4722 -5.1283 -0.1289 -0.1109 -0.1591
H -0.9312 0.0231 -5.0758 -0.0334 0.0459 0.0082
H 0.5653 1.3678 -3.5905 0.0177 -0.0252 0.1660
Br 4.0091 -5.1167 2.9747 -0.0860 0.2202 -0.1500
C 3.1632 -3.6667 2.0735 0.0401 -0.0365 0.0134
C 3.2206 -2.3912 2.6206 0.0604 -0.4904 -0.0744
C 2.5902 -1.3494 1.9652 -0.5427 0.2901 -0.4641
C 1.8602 -1.5676 0.7918 -0.3385 0.8683 -1.2225
C 1.8142 -2.8646 0.2675 -0.1481 0.6324 0.0430
C 2.4820 -3.9051 0.8852 0.1573 -0.1518 0.4179
H 3.7554 -2.2175 3.5413 0.0663 -0.0047 0.0719
H 2.6565 -0.3547 2.3897 0.0176 0.0773 0.0044
H 1.2414 -3.0755 -0.6280 0.0172 0.0372 -0.0544
H 2.4659 -4.8957 0.4566 -0.0303 -0.1106 0.0393
```
Forces are in eV/Å.

***

(3)
C18H52CrO16 as an isolated structure in a non-equilibrium geometry. Source: the Open Molecules 2025 dataset; level of theory: ωB97M-V with the def2-TZVPD basis set.

Values from the calculation:
- expectation value of S² = 6.0071
- energy above the lowest of the compared OMol25 structures with the same formula, charge and spin (eV) = 0.5990
- multiplicity = 5
- HOMO-LUMO gap (spin up / spin down) (eV) = 7.7 / 8.1
- HOMO level (spin up / spin down) (eV) = -7.237 / -7.643

```
87
Properties=species:S:1:pos:R:3:forces:R:3
Cr 0.6909 -0.1252 0.4199 -1.0506 -0.7210 -0.5476
C 0.5877 3.5199 -2.4348 -0.8946 -1.7022 0.6440
C 0.1852 1.9542 -2.3571 0.5874 -0.1819 0.4050
O 0.2106 1.2088 -1.1516 0.1333 1.2027 -0.3666
H -0.1353 4.0417 -1.8078 0.4777 0.3531 0.3586
H 0.3688 3.9053 -3.4306 0.2253 -0.2748 -0.2534
H 1.6213 3.7351 -2.1635 -0.1411 0.0031 0.1723
H 0.7371 1.4622 -3.1580 0.7779 -0.2407 -0.0659
H -0.8000 1.9288 -2.8228 -0.8587 0.0935 0.2463
C 2.7327 -3.2251 1.8221 -0.1335 -2.5235 0.4332
C 1.2061 -3.1612 1.7324 0.8896 2.9658 0.2926
O 0.9302 -1.7673 1.8743 -1.3895 0.7275 -0.7487
H 3.0410 -3.1091 2.8611 -0.1727 0.5241 0.0706
H 3.4223 -2.6630 1.1924 -0.7801 0.2719 -0.3033
H 2.9234 -4.2880 1.6737 0.7223 -0.4195 -0.3283
H 0.7808 -3.7883 2.5159 0.0503 0.2661 0.8800
H 0.7195 -3.6557 0.8917 0.4433 0.2837 -1.1453
C 2.3304 -1.9131 -3.7342 0.1302 -0.5148 -0.6642
C 0.9560 -2.1344 -4.4769 0.4682 1.7937 0.3384
O 0.7137 -3.4590 -4.7225 0.2509 -1.8289 -1.1029
O 2.2540 -2.6210 -2.5337 -1.0896 -0.2001 1.7278
H 2.6556 -0.9041 -3.4804 -0.5022 0.3850 -0.5694
H 3.1806 -2.4734 -4.1230 -0.0324 0.6656 -1.7825
H 0.8153 -1.6030 -5.4182 0.6471 0.0918 -0.1072
H 0.1085 -1.7972 -3.8800 0.2896 0.7239 0.6916
H 0.4742 -3.9479 -3.9317 -0.1071 -0.1534 0.1961
H 1.4574 -3.1340 -2.6878 0.2160 -0.6459 1.2485
C -0.6050 -5.5725 -1.9489 -2.1224 0.7619 0.7749
C -1.0606 -5.7200 -0.4421 1.6679 0.3811 0.9100
O -1.8336 -4.6564 0.1370 0.5145 -0.5429 -0.8587
O 0.6474 -4.9589 -2.3379 -0.3796 -1.1900 1.0493
H -1.2910 -4.8203 -2.3381 -0.6810 -0.5868 -0.3585
H -0.7398 -6.5676 -2.3729 0.1608 0.2255 -0.5150
H -0.1421 -5.9135 0.1119 0.6064 0.7443 0.3539
H -1.5505 -6.6197 -0.0696 -0.7273 -0.2691 -1.4014
H -1.2518 -3.9151 0.3204 0.2334 0.2295 0.1674
H 1.2153 -5.6984 -2.5666 0.5791 0.2057 0.0463
C -2.2579 -1.5282 -0.8336 -1.3743 0.5211 0.1402
C -2.8823 -1.1687 -2.2402 0.0550 0.4614 2.9234
O -2.4022 -2.2097 -3.0400 0.2036 0.2528 -1.0515
O -0.8504 -1.5894 -0.8771 -0.0695 -0.6675 -0.2411
H -2.7145 -2.4743 -0.5429 0.2863 -0.4756 -0.2637
H -2.4563 -0.9286 0.0548 -0.4617 0.8530 -0.6237
H -2.6532 -0.1335 -2.4932 0.8728 -0.1292 -0.5680
H -3.9721 -1.1612 -2.2167 -0.2523 -0.3854 0.3646
H -2.5716 -1.9290 -3.9422 0.1775 -0.3883 -0.3361
H -0.6904 -2.3853 -1.3897 0.7081 -0.0165 -0.2296
C -0.3952 4.0846 3.9596 0.3189 0.1777 0.4667
C 0.7520 3.0258 4.0481 -0.8186 0.2858 -1.3256
O 1.8656 3.5435 3.3126 0.1764 0.1019 0.3430
O 0.0273 5.1349 4.8002 0.3349 1.1178 0.9531
H -1.4219 3.8636 4.2516 0.1296 -1.0596 -0.0373
H -0.4923 4.6141 3.0118 0.3838 -0.9257 -0.6077
H 0.5750 2.0927 3.5131 -0.7573 -0.1043 0.4083
H 1.0494 2.7962 5.0713 -0.3178 0.1918 0.1244
H 2.1003 4.4049 3.6655 0.0723 0.1644 0.0824
H -0.4947 5.1312 5.6059 0.1676 0.0178 0.0600
C -2.1326 5.6079 -0.7219 -0.0623 0.9664 -2.5306
C -1.6906 4.6796 0.3093 1.1814 -1.3413 0.0811
O -1.9580 3.2684 -0.0323 -0.4480 1.5775 1.4968
O -3.2075 6.4234 -0.4222 -1.2024 1.0163 0.6544
H -2.3303 5.1109 -1.6716 0.0363 -0.5204 -0.1235
H -1.3216 6.2858 -0.9881 0.0952 0.2174 0.2378
H -2.0943 5.0515 1.2510 -0.3835 -0.9541 0.1911
H -0.6186 4.8704 0.3589 0.3216 -0.7360 0.3705
H -1.5372 3.1062 -0.8797 0.3560 -0.2782 -0.1006
H -4.0484 5.9745 -0.5357 0.0652 -0.1963 -0.0049
C -2.0156 -0.6834 3.1852 1.4411 0.5848 0.4142
C -2.0166 0.7279 2.5397 -0.8029 -0.9679 0.5203
O -1.1070 1.0171 1.4846 0.2662 -1.6907 0.5534
O -0.8759 -0.8273 4.0481 -1.2777 0.0112 0.2402
H -2.2127 -1.5500 2.5540 0.8347 0.0880 -0.8345
H -2.9141 -0.7721 3.7959 0.0788 0.6832 0.5572
H -1.8174 1.4220 3.3562 -0.1718 0.0430 0.1674
H -3.0644 0.8015 2.2487 -0.1028 0.6787 -0.5772
H -1.3643 1.8251 1.0344 -0.1902 0.5978 -0.5847
H -0.0695 -0.9465 3.5410 0.3188 -0.5407 -0.9275
C 3.4760 0.6330 -0.0185 1.2850 -0.7469 0.2117
C 3.1437 1.1539 1.3632 -0.5007 -1.6415 0.8116
O 1.8056 1.5104 1.5259 -1.6466 1.3160 -1.2537
O 2.6753 -0.4954 -0.4107 -0.8294 1.0217 0.6391
H 4.4448 0.1448 0.0876 0.6103 0.7516 0.0320
H 3.5341 1.4537 -0.7335 -0.4048 -0.2038 -0.3439
H 3.7739 1.9837 1.6833 0.4205 -0.2875 -0.2089
H 3.0407 0.3330 2.0728 2.2411 -0.6590 0.1177
H 1.7927 2.1387 2.2516 -0.2230 0.4395 -0.1336
H 3.0386 -0.9757 -1.1584 -0.1498 -0.1259 -0.1424
```
Forces are in eV/Å.

***

(4)
A 2-piece molecular cluster, H3OPS2 overall in a non-equilibrium geometry. Source: the Open Molecules 2025 dataset; level of theory: ωB97M-V with the def2-TZVPD basis set.

Values from the calculation:
- expectation value of S² = 2.0071
- energy above the lowest of the compared OMol25 structures with the same formula, charge and spin (eV) = 1.0804
- multiplicity = 3
- HOMO-LUMO gap (spin up / spin down) (eV) = 7.7 / 7.8
- HOMO level (spin up / spin down) (eV) = -7.728 / -10.098

```
7
Properties=species:S:1:pos:R:3:forces:R:3
O 2.5416 0.6080 -0.0963 0.9125 2.6010 -0.4094
P 1.6582 -0.7167 0.0193 1.5337 -1.9881 0.5738
S 5.2149 -0.6830 0.1277 -0.5052 1.4857 -0.2859
S 4.2365 0.9768 -0.1979 -0.2457 -2.1312 0.3987
H -0.6485 1.9252 0.8752 0.4705 0.1028 -0.0619
H 2.9273 -1.5001 0.3684 -1.6999 0.0307 -0.2757
H -1.3543 1.7682 0.9677 -0.4659 -0.1009 0.0603
```
Forces are in eV/Å.